1.
# C34H58Cl2N9O2Rb

C34H58Cl2N9O2Rb as an isolated structure in a non-equilibrium geometry (ωB97M-V with the def2-TZVPD basis set, the Open Molecules 2025 dataset).

Values from the calculation:
Maximum force in Eh/bohr: 0.040
Calculated total energy in Eh: -2918.036549
HOMO-LUMO gap in eV: 4.84
HOMO level in eV: -6.03

Structure (XYZ):
```
106
Properties=species:S:1:pos:R:3:forces:R:3
Rb 0.311687 -0.083798 -0.208805 -0.13 -1.23 -0.17
C 2.318431 -1.903236 -3.607857 0.03 0.05 0.00
N 2.205523 -0.469728 -3.394393 -0.01 -0.06 0.06
C 3.473475 0.215046 -3.686566 -0.07 0.01 -0.03
C 3.933448 1.176264 -2.588065 -0.14 0.01 0.01
C 4.056904 0.512085 -1.201879 -0.23 0.06 0.08
N 3.115968 1.060571 -0.228787 0.07 -0.10 -0.27
C 3.586596 1.840497 0.666037 -0.18 0.03 0.22
C 2.855111 2.534599 1.727258 0.19 -0.21 -0.20
C 3.626379 3.217322 2.683289 0.04 -0.02 -0.09
C 3.071808 3.879939 3.754568 -0.20 -0.05 -0.03
C 1.670104 3.858451 3.883924 0.04 -0.07 -0.10
C 0.877036 3.205782 2.968262 0.14 0.10 -0.05
C 1.423318 2.519825 1.832497 -0.33 -0.07 -0.32
O 0.668447 1.924045 0.985603 0.43 1.54 1.29
C 1.068910 0.038423 -4.165763 -0.03 0.02 0.14
C 0.818596 1.530954 -4.021699 -0.02 0.02 -0.03
C 0.544699 2.013645 -2.605241 -0.24 -0.02 0.06
N -0.757074 1.577366 -2.114465 0.09 0.21 -0.33
C -1.447037 2.454992 -1.507983 -0.31 -0.12 0.09
C -2.726075 2.236090 -0.813557 0.26 0.07 -0.08
C -3.482112 3.374171 -0.520488 -0.01 -0.01 0.02
C -4.706000 3.314283 0.122821 0.06 -0.11 -0.04
C -5.184360 2.056707 0.496147 0.12 -0.06 -0.04
C -4.445029 0.913153 0.254382 -0.12 0.19 -0.13
C -3.175392 0.944466 -0.393284 0.22 -0.50 -0.13
O -2.484287 -0.140584 -0.569711 -0.50 0.05 -0.13
H 3.120406 -2.318352 -2.996733 -0.01 0.02 0.00
H 1.391495 -2.405158 -3.320906 0.01 0.04 -0.01
H 2.522132 -2.157192 -4.662035 0.00 0.00 -0.02
H 3.397145 0.755244 -4.637734 0.04 0.01 -0.05
H 4.246735 -0.541442 -3.842719 0.05 -0.04 0.07
H 3.239265 2.014601 -2.513075 0.04 -0.02 0.02
H 4.896764 1.600287 -2.880525 0.02 0.00 -0.05
H 3.815794 -0.547455 -1.328100 0.00 -0.02 0.03
H 5.092867 0.577549 -0.847661 0.11 0.07 0.08
H 4.672495 2.018379 0.685679 0.10 0.05 0.05
H 4.707037 3.209386 2.561996 -0.02 0.01 0.00
H 3.691984 4.399588 4.473880 -0.03 -0.03 -0.02
H 1.205659 4.370593 4.720902 -0.01 -0.01 -0.02
H -0.206038 3.207331 3.059285 0.08 0.03 0.01
H 0.173267 -0.499830 -3.841754 0.04 -0.01 0.01
H 1.199307 -0.193691 -5.236409 0.06 -0.01 -0.08
H -0.043996 1.772808 -4.649306 0.01 0.05 -0.01
H 1.659891 2.100657 -4.425951 0.03 -0.03 -0.01
H 0.644308 3.104874 -2.572373 -0.02 0.11 0.05
H 1.297893 1.615459 -1.917664 0.06 0.13 -0.13
H -1.086749 3.491431 -1.473806 0.00 0.08 0.05
H -3.080436 4.339691 -0.815978 -0.01 -0.02 0.01
H -5.270005 4.213082 0.332995 0.01 -0.01 0.00
H -6.142259 1.973865 0.999332 0.01 -0.01 0.00
H -4.823071 -0.053140 0.570769 0.00 0.01 -0.02
C -2.830542 -0.251609 3.027254 0.23 -0.10 0.00
C -3.103450 -1.632365 2.352755 0.12 0.10 0.09
N -1.938252 -2.506849 2.257545 -0.18 -0.17 -0.02
C -1.343657 -2.919806 3.524668 0.05 0.06 -0.06
C 0.192129 -2.882674 3.420755 -0.13 0.20 0.24
N 0.688765 -1.674990 2.782837 0.10 0.08 -0.08
C 0.804992 -0.459632 3.585321 -0.14 0.05 -0.31
C -0.543067 0.185406 3.920760 -0.22 -0.16 -0.18
N -1.478095 0.234904 2.801898 0.02 -0.22 0.06
H -3.005648 -0.335452 4.102253 -0.04 -0.01 0.13
H -3.565463 0.462350 2.652359 0.02 0.00 -0.03
H -3.433655 -1.447919 1.328504 0.04 0.02 0.00
H -3.913186 -2.150047 2.884170 0.03 0.05 0.00
H -1.215929 -1.947969 1.817736 0.12 0.19 -0.18
H -1.640230 -3.942292 3.773898 -0.03 -0.07 0.03
H -1.677303 -2.295770 4.360566 0.02 0.04 -0.04
H 0.526605 -3.730177 2.822309 0.01 -0.03 -0.10
H 0.602393 -3.013515 4.430662 0.05 -0.07 0.10
H 1.584419 -1.861069 2.360271 0.04 -0.10 -0.02
H 1.383083 0.254774 2.993771 0.02 -0.07 0.02
H 1.357771 -0.629735 4.519359 -0.01 -0.01 0.12
H -0.340790 1.173766 4.340357 0.05 0.08 -0.01
H -1.013717 -0.390141 4.716885 -0.06 0.00 0.10
H -1.400755 1.065783 2.233568 0.00 0.05 0.05
N -4.889852 -4.761010 -1.810533 0.15 0.24 0.10
C -4.115249 -3.597800 -1.137378 -0.04 -0.09 -0.06
C -2.761664 -4.131072 -0.660628 -0.15 0.03 0.00
C -1.607610 -3.898206 -1.645486 0.09 0.29 0.18
N -0.804364 -2.749830 -1.209235 -0.04 0.05 -0.42
C -2.120893 -3.796862 -3.083341 -0.09 0.04 0.04
C -3.106979 -2.637172 -3.334266 -0.02 0.12 0.18
N -2.408155 -1.395580 -3.692596 -0.17 0.09 0.21
C -4.072776 -2.449009 -2.127413 0.03 -0.06 -0.14
H -5.022983 -5.535614 -1.170314 -0.02 -0.16 0.17
H -4.356327 -5.094397 -2.607445 0.16 -0.07 -0.21
H -5.793560 -4.440419 -2.143347 -0.19 0.08 -0.04
H -4.743895 -3.340210 -0.284816 0.01 0.02 0.00
H -2.853237 -5.204310 -0.440601 -0.02 0.10 0.03
H -2.528074 -3.651571 0.297478 0.08 -0.01 0.04
H -0.955350 -4.768129 -1.596862 0.10 -0.17 0.01
H -1.357333 -1.981642 -0.830684 -0.42 -0.17 -0.15
H -0.325802 -2.374378 -2.025750 0.00 0.07 0.12
H -2.578557 -4.769870 -3.346078 -0.01 0.10 -0.03
H -1.292533 -3.686459 -3.784654 0.04 0.04 0.04
H -3.684063 -2.913923 -4.216114 -0.12 -0.08 -0.10
H -2.335906 -0.742342 -2.904942 0.17 -0.22 0.04
H -2.916741 -0.895766 -4.412830 0.05 -0.08 0.02
H -5.091062 -2.203414 -2.461388 0.12 -0.03 0.01
H -3.739059 -1.584377 -1.556489 0.23 0.27 0.26
Cl 4.025150 -3.281546 2.096124 -0.10 0.04 -0.06
C 3.874059 -2.857130 0.380342 -0.05 0.07 0.07
Cl 2.195480 -2.602324 -0.125931 0.30 -0.50 0.12
H 4.274513 -3.676030 -0.195831 0.07 -0.12 -0.10
H 4.426741 -1.943977 0.211391 0.02 0.11 0.01
```
Positions in Å, forces in eV/Å.

Mulliken atomic charge list, values in e, 5 entries:
1. Rb 0.348
2. C -1.002
3. N 1.279
4. C -1.688
5. C -0.645

***

2.
# C34H59F8NO11S

A 7-piece molecular cluster, C34H59F8NO11S overall in a non-equilibrium geometry (ωB97M-V with the def2-TZVPD basis set, the Open Molecules 2025 dataset).

Values from the calculation:
Maximum force in Eh/bohr: 0.198
Calculated total energy in Eh: -3409.912270
HOMO-LUMO gap in eV: 7.92
HOMO level in eV: -9.27
SMILES: CCN[C@@H]1OC(=O)O[C@@]1(CCC(F)(F)F)S(=O)(=O)C(F)(F)C(F)(F)F.C1CCOC1.C1CCOC1.C1CCOC1.C1CCOC1.C1CCOC1.C1CCOC1

Structure (XYZ):
```
114
Properties=species:S:1:pos:R:3:forces:R:3
C 2.570414 -3.574558 2.685050 0.40 0.01 0.98
C 1.420182 -4.446016 3.530840 1.89 0.84 1.21
N 0.005771 -4.004079 3.239815 0.77 -1.77 -0.90
C -0.595175 -4.660789 2.024091 -4.78 -0.65 2.65
O 0.048555 -5.816841 1.386956 -2.02 0.44 -2.58
C -0.720904 -6.048682 0.151847 -1.27 -2.63 -2.38
O -0.994450 -7.153311 -0.546888 2.46 8.08 5.41
O -1.146632 -4.699383 -0.263474 -0.26 -1.71 1.31
C -1.295961 -3.703771 0.850170 5.32 -2.09 -1.46
C -0.318206 -2.498278 0.322417 -0.66 0.68 -0.98
C -0.840283 -0.980068 0.652458 0.93 1.08 -0.45
C 0.338720 -0.079195 1.424141 -0.21 0.09 -0.25
F 0.562638 -0.501706 2.826132 -0.40 1.67 -4.53
F -0.062199 1.348838 1.387096 1.73 -4.45 0.43
F 1.628792 -0.235779 0.655082 -3.97 0.56 2.83
S -3.157562 -3.471519 0.871463 -4.95 -2.79 -8.43
O -3.619677 -2.392181 -0.183280 2.47 -2.56 5.10
O -3.765563 -4.824114 0.329806 2.58 4.45 3.57
C -3.907243 -3.202505 2.564658 -3.45 -0.59 2.88
F -5.392012 -3.038108 2.335874 5.17 -0.50 0.62
F -3.793216 -4.380273 3.486838 0.11 3.94 -3.18
C -3.423505 -1.842667 3.339921 -0.99 2.28 3.28
F -3.958273 -0.607625 2.659633 2.46 -4.54 2.19
F -4.111090 -1.865868 4.685029 2.47 0.11 -4.63
F -1.974651 -1.760657 3.630501 -5.20 -0.24 -1.55
H 3.451045 -3.332909 3.453257 -1.89 -0.60 -1.72
H 3.059832 -4.185944 1.816123 -1.19 1.28 1.48
H 2.160816 -2.511845 2.353785 0.75 -2.44 0.59
H 1.625396 -4.160571 4.672602 -0.68 -0.63 -2.51
H 1.600529 -5.608406 3.470088 -0.43 2.30 -0.19
H -0.572588 -4.253763 4.087345 0.79 0.16 -1.60
H -1.575256 -5.163503 2.483588 1.79 0.94 -0.96
H -0.291022 -2.586711 -0.867771 -0.22 0.03 2.75
H 0.779753 -2.698428 0.678671 -2.32 0.31 -0.36
H -1.862122 -0.914115 1.218843 2.27 -0.03 -0.90
H -1.007419 -0.412092 -0.383325 0.42 -1.20 2.42
C -8.369491 -0.231408 0.447313 -0.61 -0.21 -0.10
C -6.995059 -0.777359 0.736463 0.35 -0.18 0.48
C -6.219670 -0.349631 -0.490510 0.27 -0.03 -0.40
O -6.811076 0.873128 -0.951190 -0.23 -0.13 0.26
C -8.051737 1.068622 -0.258533 0.13 0.42 -0.10
H -8.984048 -0.092426 1.340333 0.05 0.01 -0.11
H -8.901191 -0.906354 -0.233922 0.01 0.09 0.09
H -6.582516 -0.290069 1.627774 -0.01 -0.09 -0.06
H -6.976045 -1.858143 0.897888 0.01 0.18 -0.07
H -6.309102 -1.087782 -1.294562 0.10 -0.07 0.07
H -5.158226 -0.189048 -0.280722 -0.13 0.04 -0.11
H -7.908918 1.884465 0.458430 -0.11 0.03 0.03
H -8.829078 1.361147 -0.969773 0.13 0.03 -0.02
C -0.522290 -10.244965 -1.724105 -0.30 0.62 0.14
C 0.135671 -10.813104 -2.954975 -0.16 -0.43 -0.48
C 1.595618 -10.824042 -2.557386 0.42 0.10 0.07
O 1.638492 -11.013043 -1.136271 -0.27 0.08 -0.21
C 0.313675 -10.842780 -0.613679 0.11 -0.26 0.30
H -1.583476 -10.492239 -1.639130 0.12 0.04 0.02
H -0.422693 -9.152992 -1.720517 -0.08 -0.22 0.04
H -0.213685 -11.838807 -3.122190 0.06 0.10 -0.05
H -0.055067 -10.234659 -3.862463 0.05 -0.07 0.10
H 2.075865 -9.865699 -2.781676 0.01 -0.01 -0.11
H 2.158798 -11.620752 -3.051899 0.02 0.06 0.14
H -0.060385 -11.830709 -0.323665 -0.08 0.03 0.06
H 0.346855 -10.207325 0.275583 0.10 -0.07 -0.07
C 3.002712 3.730940 0.002182 -0.53 0.08 0.32
C 4.339380 4.420725 -0.088644 0.33 0.43 -0.47
C 5.270896 3.385743 0.503581 0.21 -0.24 0.26
O 4.706828 2.100583 0.208087 -0.11 0.32 -0.01
C 3.370377 2.290041 -0.276925 -0.03 -0.41 -0.15
H 2.257419 4.123270 -0.694306 0.07 -0.06 0.07
H 2.604973 3.824857 1.019689 -0.04 -0.03 -0.11
H 4.595567 4.595783 -1.140215 0.00 0.08 0.16
H 4.376688 5.378541 0.436440 0.03 -0.10 -0.05
H 5.330895 3.481888 1.592856 0.08 0.07 0.05
H 6.282298 3.447426 0.091605 -0.06 -0.11 0.03
H 3.373006 2.082707 -1.352582 -0.10 0.01 -0.04
H 2.696337 1.582183 0.213277 0.30 0.16 -0.11
C 4.226106 7.934468 -4.649810 0.07 0.66 -0.01
C 4.668831 6.725569 -5.432940 -0.21 -0.37 -0.50
C 5.505464 5.978898 -4.416984 0.37 -0.18 0.21
O 4.955656 6.276050 -3.126040 -0.08 0.16 -0.30
C 4.025023 7.358541 -3.265202 -0.20 -0.17 0.38
H 3.326727 8.410937 -5.048024 0.10 -0.05 0.08
H 5.030219 8.679723 -4.631499 -0.13 -0.04 0.00
H 3.795479 6.124363 -5.712021 0.12 0.04 -0.02
H 5.221201 6.969654 -6.343887 -0.05 -0.06 0.11
H 6.544267 6.325563 -4.425621 0.02 -0.05 -0.09
H 5.497147 4.897409 -4.580618 0.01 0.09 0.13
H 3.015920 6.948344 -3.149083 -0.05 0.10 0.01
H 4.195338 8.095170 -2.475227 0.03 -0.15 0.00
C -8.194883 5.040317 -0.581801 -0.09 -0.34 0.54
C -8.045548 4.818308 -2.064753 0.46 -0.14 -0.45
C -9.244732 5.556881 -2.618022 -0.39 0.11 -0.15
O -9.516352 6.641424 -1.719626 0.22 -0.27 0.09
C -8.744260 6.448993 -0.526279 -0.04 0.45 0.01
H -7.262295 4.924204 -0.023878 -0.11 0.02 -0.05
H -8.929511 4.336234 -0.173234 0.09 0.07 0.01
H -7.120838 5.289052 -2.418855 -0.09 -0.09 0.00
H -8.024154 3.763939 -2.351741 0.01 0.12 0.02
H -10.130830 4.913789 -2.643065 0.03 -0.06 -0.09
H -9.068679 5.947714 -3.624361 -0.09 0.06 0.12
H -7.937173 7.189697 -0.527703 0.02 -0.02 0.11
H -9.373368 6.620044 0.351590 -0.02 0.06 -0.14
C 8.779324 4.277447 2.279005 0.08 0.65 -0.01
C 9.222049 3.068549 1.495874 -0.22 -0.37 -0.50
C 10.058682 2.321877 2.511830 0.34 -0.17 0.25
O 9.508875 2.619030 3.802775 -0.09 0.19 -0.32
C 8.578241 3.701520 3.663613 -0.19 -0.20 0.36
H 7.879945 4.753917 1.880791 0.08 -0.04 0.07
H 9.583437 5.022703 2.297316 -0.12 -0.03 0.00
H 8.348697 2.467343 1.216794 0.11 0.04 -0.01
H 9.774419 3.312633 0.584927 -0.04 -0.05 0.11
H 11.097486 2.668543 2.503194 0.03 -0.05 -0.09
H 10.050365 1.240389 2.348197 0.00 0.09 0.13
H 7.569138 3.291324 3.779732 -0.05 0.10 0.01
H 8.748556 4.438149 4.453588 0.03 -0.15 0.00
```
Positions in Å, forces in eV/Å.

Mulliken atomic charge list, values in e, 5 entries:
1. C -0.711
2. C -0.497
3. N -0.093
4. C -0.649
5. O -0.362